Here is a 11-piece molecular cluster, C41H81N5O10 overall from the Open Molecules 2025 dataset. Energies are from wB97M-V/def2-TZVPD.

Last column: Mulliken charge in e.
Atoms and positions in Å:
C: 0.4774 -4.8506 -1.7897  -0.821
C: 5.9554 -2.1573 0.5530  -0.455
H: 5.5764 1.6279 -4.0935  0.133
H: 2.8573 -1.8823 4.9213  0.032
H: -2.3823 -4.2138 2.5149  0.357
H: -1.8282 1.7115 1.7843  -0.523
C: -6.9481 -1.4022 -2.7100  -1.322
H: 2.4639 0.0761 -0.0755  -0.284
H: 3.0749 3.4927 -0.5379  0.572
H: 1.9679 0.6946 -5.5311  0.504
C: -5.6861 -0.5722 -2.7568  0.674
C: 6.8335 -0.5607 -0.9745  -0.433
C: 4.9333 2.0423 -4.8700  -0.298
C: 2.2316 3.7510 0.0854  -0.650
O: 0.8758 -2.2992 4.5392  -0.505
O: 3.9437 2.8334 -4.1296  -0.411
H: 0.8990 -3.7642 2.0285  0.144
C: -6.1626 4.8649 -1.4528  -0.652
H: 0.8492 -0.8619 2.9547  -0.344
H: 3.9056 1.4289 1.7854  -0.029
O: -5.9331 3.3398 0.2307  -0.425
C: -1.1290 -3.4806 -3.1747  0.568
H: 5.9575 1.1648 -0.0629  0.301
C: -2.4309 -3.4669 -3.9320  -0.889
H: -5.4985 5.6656 -1.1271  0.271
C: -4.4900 -4.1141 1.7756  -0.587
C: 1.4989 -2.9021 2.3201  0.504
H: -3.7746 1.0397 -4.9488  0.408
O: -2.6154 -0.0227 4.2637  -0.267
H: -5.7008 -0.3990 -4.7618  0.202
C: -0.0724 4.2427 1.4339  -0.695
H: 2.6160 -4.4007 3.4270  0.318
H: 2.1391 3.0159 -5.1091  0.382
C: -5.3554 3.6898 -1.9446  -0.556
H: -3.1188 2.4474 2.7872  0.458
C: 3.5288 1.0401 3.9937  0.682
H: 0.6289 -5.8464 -1.3731  0.376
C: 2.2297 -2.7316 4.6513  -0.290
C: -4.8437 2.9880 -0.6535  0.901
C: -0.1589 3.4149 0.3954  0.184
H: 0.2029 -0.9076 -1.9502  0.239
C: -1.7430 -0.0933 -0.5670  -0.636
H: 4.1176 4.1666 4.8811  0.358
H: -2.4096 -0.5172 0.1840  0.097
O: 6.9386 -1.8972 -0.4324  -0.495
N: 1.0147 4.9444 1.7751  -0.614
C: -3.9636 0.5033 -4.0189  -0.398
H: 5.4674 2.8417 -5.3835  0.272
H: -6.8557 5.2331 -2.2092  0.362
H: -1.9582 -0.4276 -1.5819  0.204
H: 0.5138 1.5934 5.5358  0.303
H: 2.5485 0.0814 -1.8026  0.038
H: -3.7098 -4.7306 -1.3695  0.281
H: 7.2188 0.3840 0.9078  0.322
C: 4.2466 1.0599 -5.6993  -0.567
H: 1.8947 -2.4589 1.4063  -0.284
N: 0.5962 -0.4825 -1.1227  0.586
H: 2.2929 -3.4533 5.4657  0.366
H: 6.2519 -0.5418 -1.8961  0.152
H: -4.2238 -3.2555 -0.7360  0.024
C: 0.6247 -1.9051 3.1770  0.541
H: 1.0279 2.4442 -1.2090  0.416
C: 1.0112 3.1049 -0.3548  -0.105
H: -7.2503 4.9050 0.4296  0.313
H: -3.4551 0.8568 2.0989  0.384
H: 3.5853 -3.1098 2.9186  0.139
H: 0.6761 0.0536 4.9049  0.213
C: 2.1915 4.6779 1.0654  -0.468
C: -2.6628 1.5141 2.4571  -0.110
H: 2.8030 2.3004 5.5213  0.123
H: -2.8396 -4.4377 -4.2125  0.420
C: 2.0659 -0.4175 -0.9621  -0.778
H: 5.5689 3.2776 4.4088  0.290
H: -1.0009 4.5004 1.9215  0.452
H: -3.9411 1.3006 -3.2759  -0.057
C: 6.4244 0.2108 0.1819  -0.464
H: -4.7498 1.9146 -0.8180  -0.422
H: -1.9341 -4.9739 0.4411  0.246
H: 7.8059 -0.2065 -1.3168  0.330
O: 3.9850 3.1141 3.0689  -0.441
C: -2.5353 -4.0662 0.3879  0.745
N: -0.7211 1.3057 3.8953  0.162
H: 4.4425 -0.6354 0.5196  -0.991
H: 4.5429 1.6965 5.8038  0.367
H: -2.9886 -2.6178 1.8891  -0.364
H: -2.0044 -3.2102 -0.0284  -0.606
H: -1.3094 -5.4677 -2.8160  0.263
H: 2.6755 0.3739 4.1205  -0.762
H: 2.5382 -1.3973 -0.8922  0.627
H: 4.2307 1.4837 -6.7035  0.256
C: 3.4558 1.8511 2.6840  0.565
H: 4.3898 0.3717 4.0047  0.270
C: -0.0963 0.7928 5.1175  -0.918
H: 2.3989 2.0343 2.4904  -0.399
C: -6.9015 4.2124 -0.3364  -0.496
H: 5.1288 -2.8543 0.4153  0.321
H: 0.5439 -4.2056 -0.9136  0.095
N: -0.7227 -4.6630 -2.6476  -0.055
H: -0.3916 -1.9522 2.7856  0.223
H: -5.9916 3.0373 -2.5427  0.230
H: -6.9390 -1.9986 -1.7977  0.293
C: 4.4791 3.2607 4.3944  -0.563
C: 5.4573 -0.7596 0.8976  1.301
C: 2.8877 0.9545 -5.0070  -0.244
H: 5.3831 -0.5499 1.9647  -0.100
H: -3.1659 -2.9054 -3.3552  -0.081
O: -4.7479 -4.7243 0.4762  -0.491
H: 4.8967 0.1869 -5.7566  0.334
H: 6.4863 -2.5443 1.4228  0.290
H: -6.9724 -2.0018 -3.6200  0.438
H: -4.5573 -4.8480 2.5787  0.327
H: 3.0447 5.0482 1.6143  0.441
H: -5.1005 -3.2469 2.0273  0.306
H: -0.7170 0.3410 5.8912  0.430
C: 2.5725 -3.3246 3.2594  -0.625
C: 2.6456 2.3780 -4.3848  -0.050
H: 2.0178 2.2299 -3.5062  -0.092
N: -5.1769 -0.1721 -3.9287  -0.106
C: 3.7910 2.0827 5.1156  -0.555
H: -0.1749 1.9188 3.3071  0.083
C: -3.0062 -3.7023 1.7819  0.035
H: -7.7816 3.7327 -0.7645  0.288
H: -7.8305 -0.7627 -2.6872  0.322
H: -3.8585 3.3205 -0.3265  -0.237
O: -0.4347 -2.4531 -2.9740  -0.744
H: -2.0473 -2.9681 -4.8220  0.399
C: -0.2536 -0.1778 -0.1275  0.402
H: -4.4826 4.0218 -2.5069  0.439
H: -1.0284 2.9862 -0.0808  0.451
O: -5.2304 -0.2574 -1.6682  -0.577
C: -3.7863 -4.2023 -0.4192  -0.291
C: -1.9819 0.8555 3.5981  0.706
H: -2.0498 0.9516 -0.6135  -0.144
O: 0.0687 0.1470 1.0127  -0.401
H: 1.4180 -4.7072 -2.3215  0.351
H: -3.1964 -0.2707 -4.0026  0.106
H: 2.9944 0.2607 -4.1732  -0.135

Atomic forces in eV per Å
C 0.52 0.18 -0.22
C 0.92 1.49 1.52
H 0.18 -0.23 -0.11
H 0.19 0.16 -0.09
H -0.28 0.29 0.25
H -0.34 -0.14 -0.54
C 0.25 0.00 -1.06
H -1.00 0.36 0.18
H 0.59 0.28 0.44
H 0.45 -0.40 -0.57
C -1.23 -0.02 1.69
C 1.47 -1.33 -0.77
C 0.53 2.77 2.27
C -1.94 -2.08 -2.87
O -1.10 0.42 -0.63
O 0.08 0.13 0.53
H -0.17 0.10 -0.01
C 0.00 0.39 -0.60
H 0.76 0.10 0.30
H 0.37 0.07 0.22
O 0.49 -1.16 1.57
C 1.76 0.49 1.96
H -0.03 0.06 0.09
C 1.02 0.10 -0.22
H -0.12 0.09 0.11
C 1.04 -0.96 0.10
C -1.04 0.81 -0.04
H -0.67 -0.23 -0.33
O 0.64 0.56 -0.26
H 0.17 -0.04 0.14
C 0.01 2.61 1.35
H -0.29 -0.16 -0.36
H -0.15 0.21 0.02
C 1.75 -0.10 -0.28
H 0.04 0.01 0.19
C 1.31 -0.53 -0.24
H -0.96 -0.29 -0.37
C -0.05 0.32 -0.68
C -2.18 0.68 -1.39
C 1.89 -2.90 -4.39
H 0.15 -0.17 -0.18
C 0.50 0.23 0.10
H 0.02 0.37 -0.58
H 0.11 -0.41 -0.20
O 0.24 -0.92 -1.53
N 1.36 -1.07 -0.82
C 1.71 0.93 -0.47
H 0.44 -0.52 -0.37
H 0.18 0.19 -0.07
H 0.10 -0.57 0.21
H -0.46 0.30 0.23
H -0.32 0.06 -0.22
H -0.03 -0.83 0.38
H 0.42 0.13 -0.48
C -0.44 -0.21 -1.39
H -0.12 0.20 0.05
N 1.20 0.47 0.97
H -0.12 -0.02 -0.12
H -0.82 0.04 0.28
H 0.54 0.80 -0.03
C 1.13 -0.84 -1.08
H -0.16 -0.05 0.03
C 0.87 2.11 2.34
H 0.12 -0.10 0.14
H 0.19 0.19 -0.50
H -0.02 0.51 0.09
H -0.35 -0.34 -0.35
C -2.22 0.30 3.29
C -0.61 -0.34 -0.10
H 0.45 0.58 0.59
H 0.19 -0.02 0.19
C 0.24 -0.45 -0.21
H 0.04 -0.37 0.07
H -0.08 0.21 0.56
H 0.59 -0.45 0.43
C -1.77 0.77 1.95
H -0.44 -0.16 0.27
H 0.03 0.05 -0.44
H 0.39 -0.58 0.10
O 0.69 1.57 -1.48
C 0.72 0.81 -0.46
N -3.54 -2.66 1.68
H -0.12 0.09 -0.16
H -0.75 -0.22 0.61
H 0.45 0.03 0.36
H 0.76 -0.33 -0.10
H 0.18 0.11 0.10
H -0.15 0.27 0.20
H -0.33 -0.36 -0.23
H -0.59 -0.25 -0.19
C -0.73 0.54 2.22
H 0.13 -0.14 -0.33
C 2.08 0.17 0.16
H -0.24 -0.06 -0.50
C 0.40 0.46 0.21
H 0.10 -0.13 -1.17
H -0.58 0.42 -0.21
N 0.40 -0.53 0.58
H -0.53 -0.55 1.01
H 0.19 -0.22 0.01
H 0.08 -0.03 -0.27
C -1.70 -1.25 -0.02
C -1.18 0.74 0.11
C -0.70 0.46 0.72
H 0.16 -0.14 0.07
H 0.05 0.24 -0.30
O -0.38 -0.33 1.30
H -0.60 -0.43 0.04
H 0.21 -0.25 0.00
H -0.44 -0.38 0.15
H -0.85 -0.28 -0.34
H 0.32 0.46 -0.73
H -0.43 -0.14 -0.50
H -0.60 0.38 -0.48
C 1.41 -1.08 1.49
C 0.68 -1.89 -1.29
H 0.18 0.47 0.34
N -2.37 -0.84 -1.02
C 0.57 -0.86 -0.81
H -0.39 0.01 -0.57
C -0.42 0.47 -0.51
H -0.03 -0.68 0.24
H 0.06 0.08 -0.05
H -0.12 0.66 0.37
O -1.44 -1.28 -0.65
H -0.99 0.35 -0.34
C -1.29 0.53 -0.70
H -0.16 -0.09 -0.52
H -0.70 0.08 0.80
O 1.24 0.37 0.13
C -1.06 0.53 -0.06
C 3.40 1.87 0.43
H 0.32 0.32 0.19
O 0.07 -0.02 0.13
H -0.21 0.38 -0.45
H 0.75 0.54 0.70
H -0.07 -0.16 0.06

Multiplicity: 2
Net charge: +1
LUMO level (spin up / spin down) in Eh: -0.1016 / -0.2800
Expectation value of S²: 0.7550
Orbital gap (spin up / spin down) in hartree: 0.310 / 0.132